Molecular formula: C20H16BrLiN2O4
Method: DFT, ωB97M-V/def2-TZVPD

Calculated values
Multiplicity: 2
Lowest unoccupied orbital energy (alpha / beta) in eV: 1.2 / 1.2
Charge: -1
E_tot in hartree: -3763.6797
Frontier orbital gap (alpha / beta) in eV: 2.24 / 5.20

Last column: Mulliken spin population.
Element x y z (Å)
C (1.129, 4.619, -0.865)  0.002
C (-0.301, 4.203, -1.042)  0.000
O (-0.423, 2.911, -0.350)  -0.003
C (-1.703, 2.502, -0.429)  0.034
O (-2.589, 3.120, -1.004)  0.030
N (-1.868, 1.289, 0.243)  -0.005
C (-3.123, 0.666, 0.389)  -0.015
C (-4.320, 1.051, -0.193)  0.017
C (-5.435, 0.231, 0.016)  -0.010
C (-5.300, -0.950, 0.777)  0.007
C (-4.063, -1.325, 1.329)  0.013
Br (-3.850, -2.959, 2.239)  -0.002
C (-2.959, -0.490, 1.165)  0.010
C (-1.529, -0.526, 1.504)  -0.102
N (-0.838, -1.470, 2.330)  0.244
O (-1.261, -1.717, 3.473)  0.212
O (0.196, -2.012, 1.861)  0.199
C (-0.905, 0.525, 0.900)  0.291
H (1.309, 5.564, -1.379)  0.000
H (1.368, 4.762, 0.193)  0.000
H (1.817, 3.873, -1.274)  0.000
H (-0.997, 4.919, -0.587)  0.000
H (-0.567, 4.063, -2.097)  0.000
H (-4.351, 1.961, -0.783)  0.004
H (-6.399, 0.497, -0.413)  0.000
H (-6.156, -1.598, 0.935)  0.002
H (0.139, 0.799, 0.936)  0.061
C (2.003, -2.523, -2.127)  0.000
Li (4.778, -1.572, -0.846)  0.000
C (1.424, -1.238, -2.172)  0.003
C (1.824, -0.524, -1.021)  -0.001
C (2.668, -1.366, -0.219)  -0.012
C (2.787, -2.636, -0.928)  -0.005
C (3.673, -3.619, -0.456)  0.001
C (4.535, -3.305, 0.597)  0.000
C (4.409, -2.090, 1.295)  -0.001
C (3.436, -1.154, 0.937)  0.019
H (1.894, -3.314, -2.864)  0.000
H (0.766, -0.862, -2.953)  -0.001
H (1.537, 0.491, -0.773)  -0.006
H (3.646, -4.613, -0.919)  0.000
H (5.304, -4.023, 0.892)  0.000
H (5.072, -1.888, 2.136)  0.002
H (3.226, -0.272, 1.545)  0.010

Molecular formula: C3H3O4Yb
Method: DFT, ωB97M-V/def2-TZVPD

Calculated values
Relative energy (zero: lowest compared OMol25 entry of this formula, charge and spin) in kcal per mole: 0.0
Multiplicity: 3
Lowest unoccupied orbital energy (alpha / beta) in eV: -4.8 / -7.4
Charge: +1
E_tot in hartree: -1575.4586
Frontier orbital gap (alpha / beta) in eV: 6.82 / 7.81

Last column: Mulliken spin population.
Element x y z (Å)
O (1.455, 0.770, -0.991)  -0.137
C (1.350, -0.420, -0.739)  0.021
C (0.393, -0.899, 0.313)  -0.001
O (-0.269, 0.194, 0.868)  -0.186
Yb (0.568, 2.449, 0.495)  2.419
H (1.916, -1.174, -1.314)  0.004
H (0.964, -1.473, 1.065)  -0.014
H (-0.308, -1.615, -0.153)  -0.001
O (-1.694, 1.821, 0.044)  -0.060
C (-1.783, 0.609, 0.265)  -0.059
O (-2.592, -0.263, 0.149)  0.014

Molecular formula: C4H9INO
Method: DFT, ωB97M-V/def2-TZVPD

Calculated values
Relative energy (zero: lowest compared OMol25 entry of this formula, charge and spin) in kcal per mole: 21.6
Lowest unoccupied orbital energy in eV: -4.2
Charge: +1
E_tot in hartree: -585.1964
Frontier orbital gap in eV: 9.69

Last column: Mulliken charge in e.
Element x y z (Å)
C (-1.074, 1.038, 0.175)  -1.103
C (-0.677, -0.408, -0.324)  0.191
C (-0.644, -1.396, 0.856)  -0.073
O (0.258, -1.562, 1.639)  -0.511
C (0.758, -0.316, -1.045)  -0.962
N (1.739, -0.146, 0.085)  -0.269
I (0.803, 0.959, -2.856)  0.242
H (-0.880, 1.120, 1.246)  0.352
H (-0.439, 1.915, -0.355)  0.220
H (-2.103, 1.201, 0.041)  0.380
H (-1.449, -0.554, -1.103)  0.445
H (-1.543, -1.974, 1.003)  0.432
H (1.053, -1.343, -1.563)  0.502
H (1.410, -0.804, 0.879)  0.328
H (1.824, 0.886, 0.431)  0.407
H (2.777, -0.406, -0.192)  0.421

Molecular formula: C2H3I2NO2
Method: DFT, ωB97M-V/def2-TZVPD

Calculated values
Relative energy (zero: lowest compared OMol25 entry of this formula, charge and spin) in kcal per mole: 30.0
Lowest unoccupied orbital energy in eV: -0.7
E_tot in hartree: -878.5580
Frontier orbital gap in eV: 8.04

Last column: Mulliken charge in e.
Element x y z (Å)
C (0.846, 0.055, 1.909)  0.556
C (-0.574, 0.009, -0.641)  -0.281
N (0.883, -0.391, 0.713)  -0.455
O (0.248, 0.848, 2.513)  -0.416
O (0.103, -0.491, -1.649)  -0.403
I (2.538, -0.824, 3.119)  -0.258
I (-0.929, 2.085, -0.415)  0.199
H (-1.244, -0.670, -0.306)  0.544
H (1.471, -1.194, 0.644)  0.143
H (0.809, 0.001, -1.917)  0.370

Molecular formula: C32H96O16
Method: DFT, ωB97M-V/def2-TZVPD

Calculated values
Relative energy (zero: lowest compared OMol25 entry of this formula, charge and spin) in kcal per mole: 123.1
Lowest unoccupied orbital energy in eV: 0.1
E_tot in hartree: -2480.3628
Frontier orbital gap in eV: 9.93

Last column: Mulliken charge in e.
Element x y z (Å)
C (5.022, 1.747, 2.964)  -0.814
C (4.828, 0.328, 2.457)  -0.244
O (4.836, 0.273, 1.085)  -0.487
H (6.051, 2.050, 2.771)  0.279
H (4.884, 1.846, 4.041)  0.342
H (4.331, 2.422, 2.458)  0.125
H (3.814, -0.025, 2.645)  0.231
H (5.561, -0.394, 2.817)  0.273
H (3.951, 0.546, 0.831)  0.304
C (-3.403, 6.275, 0.466)  -0.986
C (-3.125, 7.680, -0.136)  -0.099
O (-2.571, 8.534, 0.803)  -0.510
H (-3.886, 5.682, -0.311)  0.323
H (-4.079, 6.311, 1.320)  0.312
H (-2.508, 5.738, 0.780)  0.221
H (-4.089, 8.031, -0.503)  0.217
H (-2.426, 7.579, -0.967)  0.208
H (-1.870, 9.020, 0.364)  0.319
C (-5.769, 1.571, 3.851)  -1.203
C (-4.632, 0.820, 3.244)  -0.015
O (-4.923, -0.514, 3.235)  -0.501
H (-6.614, 1.730, 3.182)  0.361
H (-5.488, 2.572, 4.175)  0.345
H (-6.138, 1.127, 4.776)  0.330
H (-3.681, 0.969, 3.755)  0.220
H (-4.397, 1.179, 2.242)  0.175
H (-5.828, -0.601, 2.927)  0.290
C (-0.295, -0.945, -0.226)  -1.136
C (-0.057, 0.450, 0.302)  -0.047
O (1.066, 0.935, -0.345)  -0.439
H (-1.242, -1.253, 0.218)  0.350
H (0.495, -1.653, 0.025)  0.289
H (-0.453, -1.021, -1.302)  0.269
H (0.009, 0.517, 1.388)  0.276
H (-0.870, 1.114, 0.010)  0.206
H (1.173, 1.852, -0.080)  0.233
C (-4.340, -0.142, -4.624)  -1.122
C (-3.711, 1.118, -3.987)  -0.161
O (-2.324, 1.179, -4.065)  -0.480
H (-4.038, -1.074, -4.146)  0.286
H (-4.048, -0.267, -5.667)  0.298
H (-5.415, -0.086, -4.447)  0.345
H (-4.010, 1.193, -2.942)  0.289
H (-4.093, 1.978, -4.538)  0.280
H (-2.071, 2.066, -3.801)  0.255
C (2.354, -4.817, 3.426)  -0.857
C (3.262, -5.266, 2.317)  -0.162
O (3.003, -6.664, 2.182)  -0.533
H (1.335, -5.043, 3.114)  0.235
H (2.442, -3.745, 3.605)  0.276
H (2.567, -5.381, 4.334)  0.304
H (4.312, -5.090, 2.550)  0.260
H (2.984, -4.756, 1.394)  0.174
H (2.414, -6.821, 1.441)  0.306
C (-1.538, -4.762, 7.238)  -1.047
C (-2.529, -3.837, 6.555)  -0.215
O (-1.903, -3.166, 5.498)  -0.501
H (-1.926, -5.036, 8.219)  0.345
H (-0.582, -4.240, 7.297)  0.250
H (-1.403, -5.695, 6.692)  0.296
H (-2.864, -3.070, 7.254)  0.244
H (-3.425, -4.329, 6.176)  0.349
H (-2.559, -2.885, 4.856)  0.275
C (0.413, 0.190, 8.249)  -0.840
C (1.394, -0.041, 7.117)  -0.283
O (0.658, -0.007, 5.874)  -0.432
H (-0.162, 1.108, 8.125)  0.219
H (0.899, 0.208, 9.224)  0.347
H (-0.297, -0.637, 8.238)  0.190
H (1.842, -1.015, 7.313)  0.246
H (2.205, 0.687, 7.115)  0.298
H (0.121, -0.798, 5.786)  0.247
C (-3.909, -6.619, 1.672)  -0.855
C (-5.423, -7.041, 1.705)  -0.208
O (-5.562, -8.252, 2.360)  -0.520
H (-3.227, -7.437, 1.436)  0.301
H (-3.651, -6.153, 2.623)  0.159
H (-3.734, -5.841, 0.929)  0.309
H (-5.921, -7.041, 0.736)  0.313
H (-5.954, -6.278, 2.275)  0.206
H (-6.368, -8.718, 2.127)  0.297
C (-0.261, 6.268, 5.468)  -1.107
C (-0.031, 4.776, 5.610)  -0.105
O (0.503, 4.203, 4.439)  -0.475
H (0.588, 6.863, 5.803)  0.283
H (-1.070, 6.562, 6.137)  0.322
H (-0.494, 6.632, 4.467)  0.293
H (-0.994, 4.299, 5.788)  0.268
H (0.640, 4.644, 6.458)  0.258
H (0.698, 3.287, 4.649)  0.265
C (3.621, 6.087, -0.606)  -1.067
C (2.400, 6.395, 0.240)  -0.179
O (1.730, 5.184, 0.341)  -0.444
H (4.112, 7.049, -0.750)  0.371
H (3.470, 5.642, -1.590)  0.259
H (4.314, 5.415, -0.100)  0.272
H (1.707, 7.122, -0.182)  0.214
H (2.743, 6.654, 1.242)  0.326
H (1.448, 5.008, 1.241)  0.244
C (1.324, -0.875, -8.796)  -1.161
C (0.474, -0.076, -7.801)  -0.110
O (0.616, -0.776, -6.600)  -0.459
H (0.981, -1.902, -8.926)  0.295
H (2.350, -0.969, -8.443)  0.277
H (1.358, -0.379, -9.766)  0.362
H (-0.557, -0.127, -8.153)  0.263
H (0.716, 0.986, -7.757)  0.284
H (0.035, -0.326, -5.982)  0.246
C (4.507, -5.471, -3.492)  -1.049
C (3.677, -4.175, -3.650)  -0.067
O (3.126, -4.057, -4.914)  -0.533
H (5.452, -5.343, -4.021)  0.273
H (3.950, -6.294, -3.939)  0.285
H (4.682, -5.761, -2.456)  0.333
H (4.263, -3.293, -3.391)  0.274
H (2.886, -4.166, -2.901)  0.214
H (2.803, -3.188, -5.162)  0.274
C (-2.793, -6.408, -4.254)  -1.188
C (-1.650, -5.480, -4.603)  0.023
O (-0.466, -6.283, -4.742)  -0.528
H (-2.981, -7.218, -4.957)  0.323
H (-3.792, -5.972, -4.238)  0.358
H (-2.645, -6.895, -3.290)  0.277
H (-1.507, -4.714, -3.840)  0.214
H (-1.852, -4.978, -5.549)  0.234
H (0.285, -5.729, -4.970)  0.283
C (-0.596, 5.252, -5.773)  -1.172
C (0.240, 5.079, -4.537)  -0.073
O (-0.608, 4.871, -3.412)  -0.502
H (-1.256, 4.420, -6.018)  0.255
H (-0.027, 5.377, -6.694)  0.347
H (-1.290, 6.081, -5.634)  0.318
H (0.757, 6.007, -4.293)  0.320
H (0.995, 4.301, -4.657)  0.242
H (-0.113, 5.014, -2.601)  0.264
C (5.549, 1.025, -5.714)  -0.989
C (5.172, 1.567, -4.342)  -0.068
O (6.091, 1.195, -3.364)  -0.531
H (5.331, -0.041, -5.645)  0.207
H (6.610, 1.190, -5.901)  0.327
H (4.907, 1.470, -6.474)  0.303
H (4.176, 1.288, -3.999)  0.257
H (5.149, 2.641, -4.530)  0.188
H (5.649, 0.873, -2.574)  0.309

Molecular formula: C11H16OSe
Method: DFT, ωB97M-V/def2-TZVPD

Calculated values
Relative energy (zero: lowest compared OMol25 entry of this formula, charge and spin) in kcal per mole: 1.5
Lowest unoccupied orbital energy in eV: 0.8
E_tot in hartree: -2905.3284
Frontier orbital gap in eV: 9.07

Last column: Mulliken charge in e.
Element x y z (Å)
C (-2.642, 1.733, 1.054)  -1.161
C (-2.768, 0.696, -0.046)  1.416
C (-3.793, 0.841, -1.122)  -1.572
C (-3.100, -0.646, 0.702)  -1.752
O (-1.511, 0.634, -0.673)  -0.424
C (-0.532, -0.280, -0.395)  -0.485
Se (0.750, 0.158, 1.042)  0.095
C (2.473, -0.260, 0.229)  0.124
C (2.706, -1.469, -0.347)  -0.236
C (4.015, -1.765, -0.686)  -0.290
C (5.074, -0.948, -0.407)  -0.331
C (4.831, 0.316, 0.153)  -0.373
C (3.522, 0.690, 0.390)  -0.442
H (-1.602, 1.639, 1.390)  0.266
H (-2.818, 2.728, 0.687)  0.330
H (-3.358, 1.452, 1.942)  0.262
H (-3.446, 0.134, -1.812)  0.421
H (-3.884, 1.847, -1.552)  0.333
H (-4.686, 0.637, -0.580)  0.407
H (-2.983, -1.450, 0.009)  0.465
H (-2.430, -0.560, 1.523)  0.509
H (-4.151, -0.723, 1.022)  0.428
H (-0.848, -1.435, -0.225)  0.200
H (0.043, -0.450, -1.297)  0.395
H (1.958, -2.259, -0.281)  0.327
H (4.186, -2.801, -1.109)  0.253
H (6.142, -1.267, -0.678)  0.272
H (5.594, 1.153, 0.167)  0.276
H (3.257, 1.652, 0.901)  0.287

Molecular formula: C38H28MoN12OSiTe4
Method: DFT, ωB97M-V/def2-TZVPD

Calculated values
Relative energy (zero: lowest compared OMol25 entry of this formula, charge and spin) in kcal per mole: 27.0
Lowest unoccupied orbital energy (alpha / beta) in eV: 3.9 / 3.9
Charge: -2
E_tot in hartree: -3627.1877
Frontier orbital gap (alpha / beta) in eV: 4.95 / 4.94

Last column: Mulliken charge in e.
Element x y z (Å)
Mo (-0.517, 1.541, -0.627)  -2.963
C (0.585, 5.656, 0.537)  -1.271
C (0.362, 4.297, 0.535)  0.074
N (-0.049, 3.603, -0.558)  1.147
C (-0.216, 4.324, -1.706)  0.368
C (-0.077, 5.734, -1.766)  0.457
C (0.342, 6.408, -0.601)  -0.862
C (-0.355, 6.387, -2.974)  -0.980
C (-0.641, 5.644, -4.104)  -0.832
C (-0.678, 4.260, -4.078)  -1.194
C (-0.513, 3.566, -2.863)  0.817
N (-0.542, 2.221, -2.605)  1.270
C (-0.525, 1.245, -3.580)  -0.284
C (-1.056, 1.254, -4.877)  -0.518
C (-0.782, 0.200, -5.734)  -0.902
C (-0.005, -0.875, -5.350)  -0.822
C (0.462, -0.968, -4.031)  0.875
C (1.243, -2.024, -3.523)  -1.293
C (1.687, -1.939, -2.213)  -1.057
C (1.297, -0.889, -1.409)  -0.537
N (0.479, 0.093, -1.826)  1.374
C (0.138, 0.082, -3.141)  0.368
H (0.932, 6.126, 1.447)  0.441
H (0.479, 3.742, 1.456)  0.293
H (0.470, 7.480, -0.611)  0.399
H (-0.316, 7.468, -2.994)  0.358
H (-0.840, 6.159, -5.036)  0.370
H (-0.828, 3.729, -5.003)  0.352
H (-1.708, 2.047, -5.204)  0.608
H (-1.187, 0.224, -6.736)  0.362
H (0.245, -1.665, -6.043)  0.410
H (1.513, -2.853, -4.161)  0.426
H (2.342, -2.696, -1.801)  0.487
H (1.653, -0.848, -0.392)  0.677
N (1.102, 1.574, 2.608)  0.168
C (1.875, 1.580, 1.483)  -0.187
N (3.198, 1.673, 1.467)  -0.513
N (3.505, 1.697, 0.171)  -1.140
N (2.452, 1.628, -0.549)  -0.520
N (1.376, 1.540, 0.241)  1.954
C (-0.258, 1.649, 2.557)  -0.032
N (-1.032, 1.678, 3.636)  -0.563
N (-2.265, 1.794, 3.154)  -0.950
N (-2.252, 1.828, 1.881)  -0.591
N (-0.982, 1.758, 1.429)  1.496
H (1.549, 1.545, 3.508)  0.350
Te (-2.417, -0.339, -0.943)  0.294
Te (-4.752, 0.150, -2.538)  -0.442
Te (-5.116, 1.997, -0.570)  -0.345
Te (-2.728, 3.247, -0.766)  0.522
O (-0.635, -0.678, 0.545)  1.916
Si (-0.327, -1.952, 1.413)  -1.945
C (-1.012, -3.597, 0.734)  0.466
C (-1.239, -3.841, -0.614)  0.119
C (-1.626, -5.090, -1.069)  -0.930
C (-1.781, -6.131, -0.171)  -0.466
C (-1.570, -5.908, 1.180)  -0.798
C (-1.189, -4.654, 1.621)  -0.547
C (-0.901, -1.839, 3.219)  0.969
C (-0.095, -2.340, 4.236)  0.064
C (-0.423, -2.172, 5.568)  -0.727
C (-1.589, -1.505, 5.910)  -0.580
C (-2.429, -1.042, 4.913)  -0.450
C (-2.085, -1.218, 3.583)  -0.706
C (1.548, -2.267, 1.553)  0.527
C (2.185, -3.261, 0.821)  -0.633
C (3.559, -3.417, 0.871)  -0.630
C (4.324, -2.573, 1.659)  -0.740
C (3.705, -1.599, 2.424)  -0.680
C (2.331, -1.461, 2.370)  0.274
H (-1.101, -3.042, -1.333)  0.063
H (-1.796, -5.248, -2.126)  0.416
H (-2.066, -7.116, -0.519)  0.340
H (-1.701, -6.718, 1.888)  0.391
H (-1.022, -4.491, 2.676)  0.290
H (0.817, -2.866, 3.981)  0.388
H (0.241, -2.553, 6.337)  0.373
H (-1.832, -1.342, 6.954)  0.338
H (-3.346, -0.528, 5.166)  0.371
H (-2.746, -0.843, 2.816)  0.369
H (1.587, -3.914, 0.197)  0.634
H (4.031, -4.199, 0.288)  0.427
H (5.401, -2.669, 1.671)  0.345
H (4.288, -0.942, 3.056)  0.335
H (1.847, -0.716, 2.986)  0.498

Molecular formula: C3H4N2O
Method: DFT, ωB97M-V/def2-TZVPD

Calculated values
Relative energy (zero: lowest compared OMol25 entry of this formula, charge and spin) in kcal per mole: 72.6
Lowest unoccupied orbital energy in eV: 0.4
E_tot in hartree: -301.3716
Frontier orbital gap in eV: 10.95

Last column: Mulliken charge in e.
Element x y z (Å)
C (-0.787, 0.781, 0.119)  -0.205
N (-0.208, -0.195, -0.477)  -0.429
C (-1.402, -0.491, 0.254)  -0.207
H (-0.423, 1.747, 0.380)  0.342
H (-1.239, -1.058, 1.200)  0.169
H (-2.293, -0.847, -0.205)  0.230
N (2.394, 0.454, -0.519)  -0.277
C (3.490, 0.605, -0.072)  0.384
O (4.584, 0.679, 0.364)  -0.499
H (1.478, 0.225, -0.705)  0.490

The lowest E_tot belongs to which entry?
C20H16BrLiN2O4